No. 1
The following is a quantum chemistry calculation of 2 unconnected molecules or ions with the total composition C5H7ClN2O2 at a distorted geometry, from the Open Molecules 2025 dataset.

Properties
- SMILES string = CC(Cl)=C=[N+]([O-])O.CC#N
- M (g mol⁻¹) = 162.58
- multiplicity = 1
- highest occupied orbital energy (eV) = -9.16
- gap between HOMO and LUMO (eV) = 9.56
- energy above the lowest of the compared OMol25 structures with the same formula, charge and spin (kJ/mol) = 490.3

Bonds (Å) are listed after each position.
Element x y z (Å)
1 C -0.685 0.756 -0.611  C2 1.323, N7 1.269
2 C -0.787 0.217 -1.815  C1 1.323, C4 1.437, Cl10 1.751
3 C 0.740 -0.965 2.582  C5 1.436, N6 1.165
4 C -1.067 0.784 -3.106  C2 1.437, H11 1.036, H12 1.098, H13 1.023
5 C 1.932 -1.295 1.853  C3 1.436, H14 1.022, H15 0.997, H16 1.125
6 N -0.371 -0.749 2.858  C3 1.165
7 N -0.309 1.105 0.549  C1 1.269, O8 1.248, O9 1.374
8 O 0.863 1.302 0.931  N7 1.248
9 O -1.285 1.206 1.511  N7 1.374, H17 0.934
10 Cl -0.891 -1.531 -1.807  C2 1.751
11 H -0.911 0.184 -3.936  C4 1.036
12 H -2.138 0.892 -3.324  C4 1.098
13 H -0.574 1.680 -3.141  C4 1.023
14 H 1.902 -2.251 1.494  C5 1.022
15 H 2.025 -0.635 1.111  C5 0.997
16 H 2.763 -1.334 2.610  C5 1.125
17 H -1.206 0.634 2.245  O9 0.934

How is the electron density shared among the atoms? According to natural (NBO), the charges in e are: number 1, C, carries 0.160; number 2, C, carries -0.022; number 3, C, carries 0.394; number 4, C, carries -0.668; number 5, C, carries -0.712; number 6, N, carries -0.429; number 7, N, carries 0.344; number 8, O, carries -0.506; number 9, O, carries -0.559; number 10, Cl, carries -0.010; number 11, H, carries 0.245; number 12, H, carries 0.244; number 13, H, carries 0.236; number 14, H, carries 0.249; number 15, H, carries 0.273; number 16, H, carries 0.248; number 17, H, carries 0.512

=====

No. 2
The following is a quantum chemistry calculation of a single C5H7ClN2O2S molecule at a distorted geometry, from the Open Molecules 2025 dataset.

Properties
- SMILES string = NS(=O)(=O)[C@@H]1C=CN=C(Cl)C1
- M (g mol⁻¹) = 194.64
- multiplicity = 1
- highest occupied orbital energy (eV) = -9.39
- gap between HOMO and LUMO (eV) = 9.50
- energy above the lowest of the compared OMol25 structures with the same formula, charge and spin (kJ/mol) = 18.9

Bonds (Å) are listed after each position.
Element x y z (Å)
1 C -1.146 0.785 -0.202  C2 1.479, C3 1.327, H12 1.083
2 C 0.062 0.549 0.618  C1 1.479, C4 1.504, S10 1.916, H13 1.173
3 C -1.062 0.954 -1.515  C1 1.327, N6 1.398, H14 1.187
4 C 1.348 0.606 -0.160  C2 1.504, C5 1.513, H15 1.029, H16 1.062
5 C 1.208 0.821 -1.651  C4 1.513, N6 1.234, Cl11 1.714
6 N 0.134 0.978 -2.238  C3 1.398, C5 1.234
7 N -0.704 -2.213 0.819  S10 1.608, H17 1.109, H18 0.969
8 O 1.087 -1.389 2.162  S10 1.400
9 O -1.241 -0.596 2.643  S10 1.455
10 S -0.183 -0.994 1.728  C2 1.916, N7 1.608, O8 1.400, O9 1.455
11 Cl 2.650 0.862 -2.576  C5 1.714
12 H -2.156 0.778 0.187  C1 1.083
13 H 0.083 1.284 1.531  C2 1.173
14 H -1.888 1.458 -2.203  C3 1.187
15 H 1.907 1.423 0.120  C4 1.029
16 H 1.733 -0.373 -0.018  C4 1.062
17 H -1.670 -2.011 0.313  N7 1.109
18 H -0.161 -2.922 0.441  N7 0.969

How is the electron density shared among the atoms? According to natural (NBO), the charges in e are: number 1, C, carries -0.257; number 2, C, carries -0.455; number 3, C, carries -0.021; number 4, C, carries -0.518; number 5, C, carries 0.310; number 6, N, carries -0.472; number 7, N, carries -1.112; number 8, O, carries -0.949; number 9, O, carries -0.928; number 10, S, carries 2.304; number 11, Cl, carries 0.029; number 12, H, carries 0.239; number 13, H, carries 0.262; number 14, H, carries 0.220; number 15, H, carries 0.247; number 16, H, carries 0.262; number 17, H, carries 0.421; number 18, H, carries 0.420

=====

No. 3
The following is a quantum chemistry calculation of a gas-phase ion, C5H7ClN3 (charge +1) at a distorted geometry, from the Open Molecules 2025 dataset.

Properties
- M (g mol⁻¹) = 144.58
- multiplicity = 1
- charge = +1
- highest occupied orbital energy (spin up / spin down) (eV) = -12.65 / -12.69
- gap between HOMO and LUMO (spin up / spin down) (eV) = 7.00 / 6.89
- energy above the lowest of the compared OMol25 structures with the same formula, charge and spin (kJ/mol) = 317.4

Bonds (Å) are listed after each position.
Element x y z (Å)
1 C 1.274 -2.237 0.012  C2 1.406, C3 1.424, H10 1.016
2 C 0.009 -1.626 0.070  C1 1.406, C4 1.331, H11 1.189
3 C 2.388 -1.350 -0.015  C1 1.424, N6 1.287, H12 1.082
4 C -0.205 -0.324 -0.099  C2 1.331, C5 1.385
5 C -0.680 0.975 -0.026  C4 1.385, N7 1.316, N8 1.320
6 N 2.206 -0.094 0.198  C3 1.287, Cl9 1.691
7 N -1.837 1.326 -0.545  C5 1.316, H13 1.051, H14 0.994
8 N -0.226 1.993 0.681  C5 1.320, H15 1.050, H16 0.970
9 Cl 3.264 1.144 -0.257  N6 1.691
10 H 1.554 -3.194 0.205  C1 1.016
11 H -0.836 -2.359 0.473  C2 1.189
12 H 3.295 -1.911 -0.200  C3 1.082
13 H -2.391 0.725 -1.207  N7 1.051
14 H -2.241 2.234 -0.516  N7 0.994
15 H 0.738 1.873 1.081  N8 1.050
16 H -0.525 2.908 0.563  N8 0.970

How is the electron density shared among the atoms? According to natural (NBO), the charges in e are: number 1, C, carries -0.169; number 2, C, carries -0.252; number 3, C, carries 0.051; number 4, C, carries 0.173; number 5, C, carries 0.384; number 6, N, carries -0.417; number 7, N, carries -0.734; number 8, N, carries -0.722; number 9, Cl, carries 0.220; number 10, H, carries 0.237; number 11, H, carries 0.306; number 12, H, carries 0.234; number 13, H, carries 0.425; number 14, H, carries 0.419; number 15, H, carries 0.430; number 16, H, carries 0.414

=====

Copy entry 2 word for word.
The following is a quantum chemistry calculation of a single C5H7ClN2O2S molecule at a distorted geometry, from the Open Molecules 2025 dataset.

Properties
- SMILES string = NS(=O)(=O)[C@@H]1C=CN=C(Cl)C1
- M (g mol⁻¹) = 194.64
- multiplicity = 1
- highest occupied orbital energy (eV) = -9.39
- gap between HOMO and LUMO (eV) = 9.50
- energy above the lowest of the compared OMol25 structures with the same formula, charge and spin (kJ/mol) = 18.9

Bonds (Å) are listed after each position.
Element x y z (Å)
1 C -1.146 0.785 -0.202  C2 1.479, C3 1.327, H12 1.083
2 C 0.062 0.549 0.618  C1 1.479, C4 1.504, S10 1.916, H13 1.173
3 C -1.062 0.954 -1.515  C1 1.327, N6 1.398, H14 1.187
4 C 1.348 0.606 -0.160  C2 1.504, C5 1.513, H15 1.029, H16 1.062
5 C 1.208 0.821 -1.651  C4 1.513, N6 1.234, Cl11 1.714
6 N 0.134 0.978 -2.238  C3 1.398, C5 1.234
7 N -0.704 -2.213 0.819  S10 1.608, H17 1.109, H18 0.969
8 O 1.087 -1.389 2.162  S10 1.400
9 O -1.241 -0.596 2.643  S10 1.455
10 S -0.183 -0.994 1.728  C2 1.916, N7 1.608, O8 1.400, O9 1.455
11 Cl 2.650 0.862 -2.576  C5 1.714
12 H -2.156 0.778 0.187  C1 1.083
13 H 0.083 1.284 1.531  C2 1.173
14 H -1.888 1.458 -2.203  C3 1.187
15 H 1.907 1.423 0.120  C4 1.029
16 H 1.733 -0.373 -0.018  C4 1.062
17 H -1.670 -2.011 0.313  N7 1.109
18 H -0.161 -2.922 0.441  N7 0.969

How is the electron density shared among the atoms? According to natural (NBO), the charges in e are: number 1, C, carries -0.257; number 2, C, carries -0.455; number 3, C, carries -0.021; number 4, C, carries -0.518; number 5, C, carries 0.310; number 6, N, carries -0.472; number 7, N, carries -1.112; number 8, O, carries -0.949; number 9, O, carries -0.928; number 10, S, carries 2.304; number 11, Cl, carries 0.029; number 12, H, carries 0.239; number 13, H, carries 0.262; number 14, H, carries 0.220; number 15, H, carries 0.247; number 16, H, carries 0.262; number 17, H, carries 0.421; number 18, H, carries 0.420

=====

> Among the records above, which one has the highest M?

C5H7ClN2O2S

=====

> What is the multiplicity in the first record?

1